1.
DFT (ωB97M-V/def2-TZVPD) results for a cluster of 7 separate species, C30H46ClNO25S in total.

The multiplicity is 1. As for the orbital gap: 8.510 eV. The LUMO energy comes out at 0.18 eV. The value obtained for the HOMO energy is -0.306 Ha. The relative energy (zero: lowest compared OMol25 entry of this formula, charge and spin) is 0.0 kcal/mol. As for the structure (SMILES): C[C@@H](O)CNCCO[C@H]1OC(=O)O[C@H]1CCCCS(=O)(=O)Cl.O=C1OCCO1.O=C1OCCO1.O=C1OCCO1.O=C1OCCO1.O=C1OCCO1.O=C1OCCO1.

Each line ends with the Löwdin charge.
Element x y z (Å)
C (1.134, 0.516, -0.276)  -0.05
C (0.794, -0.281, 1.008)  -0.40
O (-0.038, 0.528, 1.858)  -0.07
C (0.036, -1.595, 0.581)  -0.16
N (0.723, -2.144, -0.605)  -0.05
C (1.347, -3.451, -0.360)  -0.17
C (2.898, -3.404, -0.306)  -0.15
O (3.419, -2.276, 0.431)  -0.05
C (4.042, -2.660, 1.593)  -0.32
O (5.152, -3.567, 1.538)  0.09
C (5.472, -3.671, 2.898)  -0.55
O (5.689, -4.624, 3.489)  0.24
O (5.435, -2.376, 3.355)  0.03
C (4.357, -1.615, 2.686)  -0.14
C (5.078, -0.299, 2.329)  -0.09
C (4.404, 0.537, 1.186)  -0.17
C (5.442, 0.768, 0.039)  -0.20
C (5.013, 2.093, -0.683)  -0.25
S (5.441, 1.966, -2.450)  0.32
O (4.516, 1.069, -3.066)  -0.34
O (6.816, 1.588, -2.590)  -0.35
Cl (5.198, 3.817, -3.319)  0.36
H (0.272, 0.502, -0.964)  0.09
H (2.015, 0.091, -0.788)  0.07
H (1.428, 1.554, 0.001)  0.08
H (1.675, -0.618, 1.586)  0.11
H (0.267, 1.441, 1.767)  0.07
H (0.031, -2.277, 1.454)  0.11
H (-1.016, -1.317, 0.373)  0.12
H (-0.018, -2.264, -1.303)  0.05
H (0.972, -3.958, 0.559)  0.11
H (1.046, -4.111, -1.200)  0.13
H (3.288, -4.376, 0.035)  0.13
H (3.250, -3.271, -1.361)  0.12
H (3.259, -3.295, 2.099)  0.17
H (3.612, -1.576, 3.496)  0.17
H (6.146, -0.430, 2.097)  0.12
H (5.053, 0.332, 3.241)  0.12
H (3.454, 0.129, 0.819)  0.07
H (4.174, 1.551, 1.578)  0.12
H (5.493, -0.081, -0.663)  0.11
H (6.450, 0.903, 0.465)  0.11
H (3.919, 2.167, -0.570)  0.09
H (5.448, 2.995, -0.225)  0.11
C (-4.279, -3.178, -2.821)  -0.12
C (-4.333, -1.696, -2.576)  -0.12
O (-2.985, -1.388, -2.216)  0.07
C (-2.194, -2.350, -2.745)  -0.53
O (-1.001, -2.300, -2.771)  0.14
O (-2.926, -3.377, -3.243)  0.08
H (-4.977, -3.503, -3.590)  0.13
H (-4.456, -3.759, -1.915)  0.14
H (-4.596, -1.132, -3.474)  0.14
H (-5.022, -1.429, -1.778)  0.13
C (7.441, -3.005, -1.659)  -0.12
C (7.843, -4.403, -2.054)  -0.12
O (6.624, -5.131, -1.914)  0.07
C (5.603, -4.243, -2.027)  -0.54
O (4.455, -4.540, -2.121)  0.14
O (6.061, -2.965, -2.016)  0.07
H (8.002, -2.239, -2.190)  0.14
H (7.532, -2.831, -0.584)  0.13
H (8.175, -4.465, -3.093)  0.13
H (8.618, -4.815, -1.409)  0.13
C (-8.194, -2.276, -4.622)  -0.12
C (-8.945, -3.579, -4.533)  -0.12
O (-8.264, -4.262, -3.481)  0.07
C (-7.663, -3.324, -2.706)  -0.57
O (-7.154, -3.546, -1.654)  0.17
O (-7.719, -2.097, -3.288)  0.06
H (-8.828, -1.444, -4.923)  0.13
H (-7.337, -2.332, -5.298)  0.13
H (-9.990, -3.442, -4.246)  0.14
H (-8.905, -4.152, -5.457)  0.13
C (-3.749, 1.002, 2.469)  -0.10
C (-3.827, 2.452, 2.084)  -0.14
O (-4.341, 2.398, 0.751)  0.03
C (-5.011, 1.221, 0.619)  -0.55
O (-5.697, 0.938, -0.312)  0.15
O (-4.795, 0.413, 1.687)  0.07
H (-3.920, 0.842, 3.531)  0.13
H (-2.798, 0.544, 2.189)  0.12
H (-4.523, 3.017, 2.708)  0.13
H (-2.857, 2.943, 2.106)  0.12
C (-0.877, 5.427, 5.398)  -0.12
C (-1.559, 5.839, 4.119)  -0.11
O (-2.320, 4.677, 3.785)  0.04
C (-2.533, 3.980, 4.934)  -0.55
O (-3.274, 3.052, 5.028)  0.16
O (-1.795, 4.482, 5.954)  0.07
H (-0.720, 6.261, 6.079)  0.14
H (0.079, 4.928, 5.223)  0.14
H (-2.241, 6.680, 4.260)  0.14
H (-0.855, 6.085, 3.326)  0.14
C (-4.058, 5.286, -0.349)  -0.12
C (-4.298, 6.723, 0.032)  -0.12
O (-3.013, 7.142, 0.491)  0.05
C (-2.086, 6.329, -0.085)  -0.57
O (-0.911, 6.514, -0.039)  0.15
O (-2.676, 5.282, -0.715)  0.07
H (-4.681, 4.963, -1.180)  0.14
H (-4.201, 4.603, 0.485)  0.11
H (-4.590, 7.341, -0.821)  0.13
H (-5.045, 6.830, 0.816)  0.13

2.
DFT (ωB97M-V/def2-TZVPD) results for a cluster of 2 separate species, CH2Cl2S2 in total.

The multiplicity is 1. As for the orbital gap: 8.527 eV. The LUMO energy comes out at -0.75 eV. The value obtained for the HOMO energy is -0.341 Ha. The relative energy (zero: lowest compared OMol25 entry of this formula, charge and spin) is 5.0 kcal/mol. As for the structure (SMILES): S=C(S)Cl.Cl.

Each line ends with the Löwdin charge.
Element x y z (Å)
C (-0.842, 0.009, 0.289)  -1.69
S (-2.487, -0.483, 0.295)  0.72
S (0.198, -0.052, 1.549)  0.56
Cl (3.035, 0.547, -0.405)  0.19
Cl (-0.326, 0.712, -1.238)  0.51
H (-2.599, -0.343, -1.067)  -0.11
H (3.021, -0.390, 0.575)  -0.19

3.
DFT (ωB97M-V/def2-TZVPD) results for a cluster of 2 separate species, C4H10NS in total.

The multiplicity is 3. As for the orbital gap (alpha / beta): 7.303 / 8.532 eV. The LUMO energy (alpha / beta) comes out at -4.06 / -6.23 eV. Its total charge is +1. The value obtained for the HOMO energy (alpha / beta) is -0.418 / -0.542 Ha. Its expectation value of S² is 2.018. The relative energy (zero: lowest compared OMol25 entry of this formula, charge and spin) is 26.1 kcal/mol.

Each line ends with the Löwdin charge.
Element x y z (Å)
C (-2.118, -0.136, 0.585)  -0.49
C (1.041, -0.532, -1.271)  0.01
C (1.570, -0.145, 1.107)  0.03
C (-0.124, 1.081, 0.049)  0.03
N (0.850, 0.280, -0.104)  -0.21
S (-3.454, -0.426, -0.303)  0.77
H (-1.936, -0.660, 1.489)  -0.01
H (1.988, -0.417, -1.737)  0.10
H (0.907, -1.632, -0.871)  0.17
H (0.289, -0.309, -1.959)  0.08
H (1.124, -0.936, 1.670)  0.11
H (2.513, -0.486, 0.799)  0.10
H (1.512, 0.644, 1.799)  0.09
H (-0.718, 1.596, -0.822)  0.17
H (-0.252, 1.631, 0.959)  0.11
H (-3.192, 0.448, -1.389)  -0.05

4.
DFT (ωB97M-V/def2-TZVPD) results for a cluster of 3 separate species, C33H66BN5O5PS2 in total.

The multiplicity is 1. As for the orbital gap: 5.598 eV. The LUMO energy comes out at -5.11 eV. Its total charge is +1. The value obtained for the HOMO energy is -0.393 Ha.

Each line ends with the Löwdin charge.
Element x y z (Å)
C (6.668, -0.113, 2.852)  -0.16
C (7.456, -1.244, 1.939)  -0.26
C (7.921, -0.617, 0.463)  -0.23
C (6.732, -0.914, -0.634)  -0.23
C (6.854, -0.021, -2.020)  -0.20
C (6.793, 1.583, -1.557)  -0.22
C (6.169, 2.568, -2.719)  -0.21
C (4.526, 2.541, -2.814)  -0.21
C (3.811, 3.054, -1.412)  -0.19
C (2.154, 2.866, -1.443)  -0.20
C (1.627, 3.630, -2.792)  -0.17
C (-0.037, 3.791, -2.861)  -0.13
N (-0.750, 2.748, -1.974)  -0.04
C (-1.321, 3.120, -0.590)  -0.16
P (-1.158, 4.878, 0.199)  0.73
N (0.201, 4.872, 1.081)  -0.30
C (-2.114, 2.020, 0.386)  -0.38
S (-2.757, 2.487, 2.105)  0.72
C (-2.323, 0.476, -0.117)  0.04
C (-3.082, -0.639, 0.837)  -0.23
O (-4.280, -1.135, 0.522)  0.04
O (-2.336, -1.109, 2.042)  -0.11
N (-2.944, -2.298, 2.325)  -0.04
C (-2.044, -3.191, 2.864)  -0.43
S (-0.597, -4.059, 3.262)  0.67
C (-1.691, 0.110, -1.623)  0.03
C (-1.925, -1.435, -2.119)  -0.15
C (-0.880, -2.494, -1.355)  -0.17
C (-1.777, -3.808, -0.961)  -0.25
C (-0.938, -5.208, -0.809)  -0.12
C (-0.901, 1.293, -2.473)  0.07
B (-0.266, 0.778, -3.939)  -0.34
O (1.170, 0.543, -4.187)  0.06
C (-1.342, 0.572, -5.183)  -0.15
C (-2.458, 1.817, -5.152)  -0.13
H (6.860, -0.295, 4.013)  0.08
H (5.494, -0.162, 2.721)  0.07
H (7.005, 0.980, 2.592)  0.07
H (6.825, -2.229, 1.767)  0.11
H (8.446, -1.539, 2.508)  0.10
H (8.129, 0.526, 0.652)  0.09
H (8.971, -1.104, 0.172)  0.12
H (5.702, -0.631, -0.148)  0.11
H (6.761, -2.072, -0.854)  0.12
H (7.890, -0.278, -2.509)  0.11
H (6.011, -0.287, -2.808)  0.11
H (6.206, 1.662, -0.545)  0.09
H (7.918, 1.876, -1.321)  0.12
H (6.603, 3.675, -2.632)  0.12
H (6.583, 2.150, -3.757)  0.12
H (4.080, 1.457, -3.022)  0.11
H (4.230, 3.199, -3.757)  0.11
H (4.035, 4.214, -1.256)  0.13
H (4.190, 2.491, -0.451)  0.11
H (1.813, 1.749, -1.384)  0.11
H (1.749, 3.453, -0.514)  0.09
H (1.908, 3.018, -3.777)  0.11
H (2.113, 4.719, -2.845)  0.14
H (-0.435, 3.760, -3.986)  0.14
H (-0.240, 4.900, -2.512)  0.11
H (-2.246, 5.166, 1.142)  -0.01
H (-1.223, 5.904, -0.811)  0.01
H (-0.007, 5.045, 2.096)  -0.01
H (-2.323, 1.444, 2.978)  -0.06
H (-1.969, -1.593, -3.277)  0.12
H (-3.004, -1.749, -1.715)  0.12
H (-0.608, -1.949, -0.328)  0.12
H (0.085, -2.714, -1.979)  0.12
H (-2.557, -3.954, -1.853)  0.12
H (-2.456, -3.629, 0.000)  0.11
H (-1.033, -5.656, 0.293)  0.07
H (0.169, -5.171, -1.191)  0.08
H (-1.495, -6.004, -1.502)  0.08
H (1.678, 0.335, -3.349)  0.11
H (-0.796, 0.575, -6.243)  0.13
H (-1.930, -0.444, -5.135)  0.11
H (-3.242, 1.711, -6.045)  0.10
H (-1.912, 2.859, -5.313)  0.08
H (-3.081, 1.779, -4.159)  0.08
C (-2.973, 7.519, 4.417)  -0.06
C (-3.151, 6.079, 3.946)  -0.44
C (-4.593, 5.548, 4.123)  -0.20
O (-4.923, 5.181, 5.466)  -0.19
C (-5.340, 6.264, 6.283)  -0.10
N (-2.175, 5.225, 4.639)  0.04
H (-2.964, 7.611, 5.506)  0.07
H (-2.019, 7.922, 4.056)  0.08
H (-3.770, 8.160, 4.027)  0.08
H (-2.923, 6.059, 2.874)  0.09
H (-4.686, 4.626, 3.536)  0.10
H (-5.333, 6.249, 3.716)  0.12
H (-5.914, 7.008, 5.724)  0.09
H (-4.475, 6.728, 6.761)  0.08
H (-5.977, 5.863, 7.077)  0.09
H (-2.242, 4.279, 4.261)  0.02
H (-2.495, 5.120, 5.606)  0.08
C (-4.171, -10.234, 0.863)  -0.07
C (-3.721, -9.612, -0.456)  -0.43
C (-2.488, -8.690, -0.312)  -0.19
O (-2.783, -7.398, 0.229)  -0.24
C (-2.840, -7.357, 1.647)  -0.10
N (-4.857, -8.903, -1.063)  0.04
H (-4.677, -9.518, 1.517)  0.06
H (-4.879, -11.050, 0.677)  0.08
H (-3.320, -10.653, 1.409)  0.08
H (-3.438, -10.437, -1.121)  0.14
H (-2.090, -8.502, -1.317)  0.12
H (-1.684, -9.176, 0.253)  0.12
H (-2.116, -8.033, 2.111)  0.10
H (-3.852, -7.586, 1.988)  0.08
H (-2.611, -6.336, 1.965)  0.05
H (-4.574, -8.560, -1.982)  0.07
H (-5.004, -8.046, -0.522)  0.07

Per-record largest force on an atom, eV Å⁻¹: 5.7 2.0 4.0 9.2